Entry from the Open Molecules 2025 dataset: C44H45F6IrN3O6PS2Te as an isolated structure at a distorted geometry (ωB97M-V with the def2-TZVPD basis set).

Element x y z (Å)
Ir -0.329 0.186 0.339
C -6.646 3.540 0.750
O -5.840 3.939 1.834
C -4.651 3.322 2.016
C -3.860 3.853 3.062
C -2.639 3.320 3.329
C -2.114 2.219 2.607
C -0.833 1.696 2.930
C -0.104 2.261 4.132
O -0.222 0.768 2.338
C -2.904 1.684 1.524
O -2.562 0.693 0.808
C -4.173 2.277 1.268
H -7.479 4.241 0.723
H -7.024 2.523 0.886
H -6.092 3.596 -0.190
H -4.244 4.693 3.616
H -2.046 3.773 4.107
H -0.727 2.201 5.020
H 0.155 3.301 3.950
H 0.809 1.694 4.288
H -4.729 1.850 0.449
O -0.387 -0.513 -4.236
C -1.039 -1.672 -4.140
C -1.295 -2.378 -5.319
C -1.975 -3.574 -5.293
C -2.445 -4.089 -4.087
C -2.192 -3.419 -2.914
C -1.479 -2.214 -2.916
C -1.154 -1.567 -1.653
O -0.541 -0.440 -1.616
N -1.471 -2.208 -0.541
N -1.042 -1.601 0.563
C -1.017 -2.365 1.621
S -1.534 -4.010 1.450
C -1.384 -4.364 3.253
C -0.225 -3.555 3.779
S -0.421 -1.836 3.152
H -0.176 -0.192 -3.334
H -0.926 -1.969 -6.245
H -2.137 -4.119 -6.211
H -2.991 -5.021 -4.074
H -2.523 -3.811 -1.967
H -1.231 -5.435 3.371
H -2.326 -4.077 3.722
H 0.728 -3.925 3.401
H -0.204 -3.520 4.867
F 1.530 -1.633 0.095
P 2.292 -3.073 -1.050
F 3.897 -2.075 -1.077
F 2.112 -0.853 -2.552
F 3.026 -4.245 -1.869
F 2.828 -3.588 0.341
F 0.924 -3.972 -0.854
C 8.112 1.081 -4.856
C 6.916 0.945 -3.962
C 5.644 1.240 -4.428
C 4.507 1.056 -3.650
C 3.187 1.417 -4.246
C 4.656 0.588 -2.343
Te 3.038 0.316 -0.996
N 2.053 1.848 -1.672
C 1.159 2.470 -0.982
O 0.489 2.048 0.004
C 1.030 3.894 -1.422
C 0.826 4.188 -2.765
C 0.893 5.500 -3.198
C 1.167 6.518 -2.297
C 1.358 6.224 -0.958
C 1.292 4.913 -0.517
C 3.919 1.663 0.563
C 3.817 1.155 1.851
C 3.062 -0.106 2.111
C 4.396 1.858 2.901
C 5.040 3.066 2.683
C 5.696 3.809 3.807
C 5.076 3.573 1.394
C 4.527 2.884 0.314
C 4.640 3.495 -1.047
C 5.927 0.295 -1.853
C 6.150 -0.165 -0.450
C 7.040 0.479 -2.664
H 8.003 1.928 -5.531
H 8.212 0.183 -5.467
H 9.028 1.200 -4.280
H 5.519 1.616 -5.434
H 3.221 1.290 -5.324
H 2.962 2.461 -4.027
H 2.390 0.804 -3.842
H 0.615 3.390 -3.461
H 0.746 5.728 -4.244
H 1.232 7.539 -2.643
H 1.572 7.015 -0.255
H 1.463 4.669 0.522
H 1.989 0.085 2.018
H 3.252 -0.479 3.114
H 3.330 -0.884 1.391
H 4.339 1.453 3.902
H 5.554 3.289 4.751
H 5.293 4.816 3.900
H 6.764 3.893 3.615
H 5.547 4.528 1.205
H 4.414 4.559 -1.000
H 3.953 3.031 -1.750
H 5.660 3.384 -1.421
H 6.490 0.672 0.162
H 6.912 -0.940 -0.424
H 5.235 -0.563 -0.021
H 8.023 0.255 -2.271

Computed properties:
F_max: 0.0435 Eh/bohr
Energy: -120509.08954 eV
Multiplicity: 5
Gap between HOMO and LUMO (spin up / spin down): 7.75 / 4.95 eV

Löwdin population analysis, charges in e, atoms 1 to 5:
1 Ir 1.526
2 C -0.079
3 O -0.067
4 C -0.274
5 C -0.011

Entry from the Open Molecules 2025 dataset: a single C3H9N3O2 molecule (ωB97M-V with the def2-TZVPD basis set).

Element x y z (Å)
C 0.639 -0.330 -1.051
C 1.886 -0.182 0.987
N -0.755 -0.543 -0.603
C -1.426 0.268 0.272
N 0.951 1.030 -1.319
N -2.612 -0.252 0.709
O 1.526 -0.937 -0.159
O -1.069 1.389 0.586
H -1.060 -1.502 -0.657
H 0.745 -0.921 -1.974
H 0.643 1.615 -0.546
H 0.477 1.346 -2.154
H -3.077 0.262 1.442
H -2.836 -1.225 0.613
H 2.409 -0.876 1.641
H 2.549 0.641 0.712
H 1.009 0.217 1.502

Computed properties:
F_max: 0.0104 Eh/bohr
SMILES: CO[C@H](N)NC(N)=O
Energy: -11822.82518 eV
Gap between HOMO and LUMO: 10.15 eV

natural (NBO) population analysis, charges in e, atoms 1 to 5:
1 C 0.400
2 C -0.272
3 N -0.673
4 C 0.782
5 N -0.857

Entry from the Open Molecules 2025 dataset: C35H32DyN5O5 as an isolated structure at a distorted geometry (ωB97M-V with the def2-TZVPD basis set).

Element x y z (Å)
Dy -1.082 -2.907 -1.109
O 6.989 -3.405 -0.539
C 6.428 -2.231 -0.890
O 7.112 -1.307 -1.224
C 4.934 -2.135 -0.842
C 4.071 -3.226 -0.821
C 2.701 -3.041 -0.810
C 2.138 -1.761 -0.817
C 3.015 -0.668 -0.829
C 4.383 -0.860 -0.856
N 0.743 -1.668 -0.809
C 0.117 -0.420 -0.989
C -2.086 -0.181 -1.130
C -2.513 1.285 -0.997
C -3.856 1.412 -0.349
C -4.600 0.338 -0.089
C -4.149 -1.009 -0.443
N -3.026 -1.256 -1.007
H 6.336 -4.014 -0.178
H 4.447 -4.242 -0.848
H 2.054 -3.917 -0.805
H 2.647 0.349 -0.815
H 5.056 -0.013 -0.890
H 0.810 0.397 -1.175
H -2.447 1.906 -1.893
H -4.286 2.393 -0.225
H -5.601 0.444 0.305
H -4.825 -1.840 -0.271
C 2.130 1.171 1.995
O 1.023 1.541 1.154
C 0.090 2.360 1.694
C 0.276 3.146 2.825
C -0.729 4.009 3.233
C -1.915 4.111 2.523
C -2.122 3.312 1.410
C -1.140 2.417 1.023
N -1.251 1.538 -0.146
C -1.029 0.005 0.012
N -1.240 -0.405 1.326
C -1.119 -1.681 1.903
C -1.211 -2.912 1.282
C -1.149 -4.127 1.943
C -1.020 -4.107 3.326
C -0.942 -2.895 4.000
C -0.990 -1.694 3.309
O -0.920 -0.460 3.877
C -0.951 -0.374 5.304
N -0.996 -0.530 -2.046
C -0.923 0.022 -3.368
C -1.421 -0.725 -4.427
C -1.373 -0.251 -5.727
C -0.798 0.985 -5.974
C -0.301 1.753 -4.931
C -0.376 1.286 -3.627
O 0.053 2.034 -2.549
C 0.985 3.099 -2.806
H 2.651 0.377 1.471
H 1.755 0.805 2.952
H 2.797 2.021 2.142
H 1.208 3.105 3.367
H -0.568 4.626 4.105
H -2.677 4.814 2.826
H -3.033 3.424 0.849
H -0.547 1.841 -0.842
H -1.286 0.329 2.023
H -1.203 -5.077 1.424
H -0.980 -5.035 3.877
H -0.836 -2.896 5.075
H -0.990 0.686 5.536
H -0.049 -0.812 5.734
H -1.837 -0.872 5.699
H -1.849 -1.701 -4.223
H -1.767 -0.845 -6.537
H -0.735 1.363 -6.984
H 0.137 2.717 -5.139
H 1.379 3.394 -1.837
H 0.481 3.946 -3.270
H 1.796 2.743 -3.441

Computed properties:
F_max: 0.0599 Eh/bohr
Charge: +2
Energy: -78568.01516 eV
Multiplicity: 6
Gap between HOMO and LUMO (spin up / spin down): 5.96 / 6.02 eV

Löwdin population analysis, charges in e, atoms 1 to 5:
1 Dy 1.831
2 O 0.136
3 C -0.479
4 O 0.139
5 C -0.130

Q: Which value of F_max does entry 3 give?
A: 0.0599 Eh/bohr

Q: The lowest energy belongs to which entry?
A: C44H45F6IrN3O6PS2Te